No. 1
Below is a structure of composition CH2O3S at a distorted geometry, with properties calculated with ωB97M-V with the def2-TZVPD basis set.

Values from the calculation:
Relative energy (zero: lowest compared OMol25 entry of this formula, charge and spin) (kJ/mol): 257.1
DFT total energy (eV): -18043.1885
Highest occupied orbital energy (eV): -10.60
Strongest force on any atom (eV Å⁻¹): 4.8

Element x y z (Å)
H -1.809 -0.624 -1.076
C -0.157 0.163 0.305
O 2.427 0.162 0.667
S 1.438 -0.405 -0.202
O 0.348 0.801 -0.760
O -1.758 -0.771 -0.124
H -0.490 0.674 1.191

***

No. 2
Below is a cluster of 6 separate species, C18H36O6 in total, with properties calculated with ωB97M-V with the def2-TZVPD basis set.

Values from the calculation:
Relative energy (zero: lowest compared OMol25 entry of this formula, charge and spin) (kJ/mol): 2.6
SMILES: CC(C)=O.CC(C)=O.CC(C)=O.CC(C)=O.CC(C)=O.CC(C)=O
DFT total energy (eV): -31534.3606
Highest occupied orbital energy (eV): -9.34
Strongest force on any atom (eV Å⁻¹): 0.8

Element x y z (Å)
C 1.410 -4.860 1.893
C 2.656 6.636 0.318
H -4.269 -3.120 -3.153
C -0.803 1.810 -0.546
H 0.358 5.608 -0.712
H -1.177 2.117 0.438
H -1.474 2.191 -1.311
H 2.476 -2.420 1.115
H -4.162 0.174 -1.423
H -0.706 6.287 0.557
H -0.858 -2.277 -1.866
H 3.830 1.283 4.093
C 0.575 -0.341 -0.449
C 2.864 0.993 4.499
H 1.095 -5.487 2.727
H 2.995 0.090 5.099
C -0.713 -2.583 -3.951
H 1.255 0.207 0.201
C -5.277 -1.599 -2.036
H 0.269 0.298 4.736
H 0.438 -1.356 -0.076
C -5.181 -0.213 -1.446
H 2.775 7.689 0.044
H 0.634 -4.115 1.712
H -1.487 -0.610 -3.832
H -3.167 -2.046 -2.309
C 1.342 6.469 1.053
O 1.191 6.889 2.173
H 3.500 6.408 0.967
O -1.794 -0.324 -0.727
C 1.882 0.725 3.382
C -4.110 -2.086 -2.856
H 0.195 2.239 -0.627
H 4.159 -2.746 1.702
H -5.569 -0.213 -0.427
H 0.791 -2.691 -2.403
O 2.086 1.076 2.242
H 0.292 -0.670 -4.214
H 0.833 -1.098 3.849
H 2.705 6.043 -0.593
C -0.778 0.310 -0.539
H 0.080 4.776 0.868
C 0.637 -0.029 3.758
C -0.268 -2.904 -2.540
H -4.043 -1.449 -3.742
H -5.802 0.473 -2.027
C 0.212 5.731 0.356
O -6.275 -2.262 -1.903
H -0.512 -3.942 -2.330
H 1.498 -5.499 1.012
H 3.554 -3.564 0.306
H -0.896 -1.071 -5.438
C -0.688 -1.122 -4.369
O -1.163 -3.433 -4.675
H -0.158 0.143 3.035
H 0.953 -0.373 -1.472
C 2.730 -4.236 2.222
H 2.481 1.792 5.136
C 3.249 -3.171 1.280
O 3.332 -4.544 3.223

***

No. 3
Below is a structure of composition C25H53AsBF6Mg2N2O23 at a distorted geometry, with properties calculated with ωB97M-V with the def2-TZVPD basis set.

Values from the calculation:
Net charge: +1
DFT total energy (eV): -165562.7661
Highest occupied orbital energy (eV): -11.05
Strongest force on any atom (eV Å⁻¹): 5.3

Element x y z (Å)
C -12.282 13.707 -5.591
C -17.589 19.849 0.712
H -16.466 12.732 -1.197
C -18.052 11.399 -8.140
O -17.549 17.309 -0.960
O -12.107 13.675 -4.162
H -20.686 23.346 -6.782
O -14.293 16.270 -4.255
H -18.498 16.614 -2.660
H -18.349 18.621 -3.962
H -17.392 20.428 1.614
F -13.476 16.270 3.412
O -15.826 12.370 -5.968
H -12.258 12.679 -5.952
O -14.211 19.359 -1.508
Mg -13.298 13.001 -2.698
H -11.105 12.668 0.268
O -17.791 13.356 -5.259
H -15.430 13.930 -0.509
H -12.870 20.301 -2.789
H -18.839 18.677 -7.642
C -16.097 19.832 -3.874
F -15.867 16.721 2.533
N -14.434 15.939 -3.121
O -16.840 17.122 -8.712
F -14.097 18.631 2.522
C -11.546 10.450 -3.348
C -15.672 12.760 -4.656
C -14.079 20.227 -0.325
O -17.176 13.481 -7.716
C -21.134 20.798 -7.017
H -18.622 17.710 -6.221
O -17.328 12.728 -9.962
O -13.987 14.924 -2.704
O -18.438 10.399 -8.719
C -15.476 20.708 0.089
O -15.046 16.601 -2.271
O -14.486 12.278 -1.339
C -11.613 13.509 -0.202
C -14.493 10.804 -1.265
H -10.692 10.506 -2.672
N -15.875 16.358 -8.619
H -17.986 18.915 1.108
H -17.235 16.161 0.668
O -16.586 19.005 -2.781
O -11.775 13.433 -1.649
H -10.929 15.346 -3.591
H -15.743 17.124 -6.666
H -17.987 15.333 -0.610
C -17.963 16.311 -0.130
H -21.664 19.936 -6.611
H -11.899 9.503 -3.754
O -22.114 21.816 -7.003
H -9.961 14.455 -1.739
H -15.355 21.111 1.094
F -14.851 17.492 0.374
H -13.554 21.145 -0.589
Mg -15.813 18.216 -1.143
H -15.952 21.471 -0.527
C -21.706 23.177 -7.127
O -14.736 12.541 -3.930
C -17.447 12.597 -8.754
H -22.432 23.923 -6.808
H -14.556 15.974 -6.961
O -16.315 19.639 0.034
H -13.268 9.220 -1.947
H -11.430 14.227 -6.028
O -17.184 13.801 -3.138
C -18.050 18.750 -2.921
H -14.394 17.631 -7.591
As -14.194 16.886 1.911
O -19.115 19.758 -5.929
H -10.025 13.846 -4.180
H -15.191 10.409 -2.004
B -17.211 12.726 -6.442
C -10.874 14.258 -3.635
H -18.244 20.340 -0.008
H -21.675 23.269 -8.213
C -10.534 13.702 -2.280
O -18.027 11.601 -6.833
H -15.019 19.767 -4.020
H -12.432 10.167 -0.902
C -13.089 19.318 -2.373
H -13.432 19.763 0.420
H -19.017 21.398 -7.084
C -19.223 18.520 -6.634
H -16.399 20.865 -3.701
O -12.646 11.098 -2.674
C -16.958 13.417 -4.227
C -18.460 17.525 -2.064
C -15.567 12.852 -0.593
H -13.198 18.589 -3.176
F -14.299 15.161 1.305
H -19.735 21.699 -5.595
O -15.534 15.391 -9.292
H -20.928 20.492 -8.042
H -12.603 13.646 0.234
H -18.643 19.643 -2.723
H -11.251 11.072 -4.193
H -12.179 18.950 -1.898
H -19.451 17.700 -1.646
H -13.271 14.076 -5.860
H -18.940 16.438 0.336
C -19.741 20.961 -6.396
C -13.179 10.275 -1.689
H -11.116 14.445 0.051
H -16.629 19.541 -4.780
H -15.769 12.535 0.431
H -10.012 12.747 -2.220
H -14.877 10.406 -0.326
F -12.484 17.006 1.253
H -20.201 18.077 -6.825
C -15.076 16.791 -7.461

***

No. 4
Below is a cluster of 3 separate species, C44H70BNO15 in total, with properties calculated with ωB97M-V with the def2-TZVPD basis set.

Values from the calculation:
SMILES: CCOCCOCc1cc(CNC)c(B(O)CC)c2c1C(=O)c1c(ccc(CCCC(=O)OCC)c1CCOC=O)C2=O.COCCOCCOC.COCCOCCOC
DFT total energy (eV): -79638.9199
Highest occupied orbital energy (eV): -8.86
Strongest force on any atom (eV Å⁻¹): 0.8

Element x y z (Å)
C 5.257 -4.306 -3.128
C -4.773 6.672 3.102
H -5.919 4.050 5.655
H -5.048 1.889 5.761
H -3.892 6.777 1.139
H -2.616 -2.180 3.733
H 0.983 -3.485 -4.537
H 7.875 3.574 3.424
H -2.370 -0.195 1.473
C 1.689 1.661 6.116
H 0.635 -3.079 4.845
H 1.281 7.020 6.218
C 1.761 -5.137 -6.133
C 0.953 3.022 3.464
H 4.074 0.599 6.821
C 1.975 7.516 5.523
H 7.542 -3.079 -4.180
H -0.678 6.427 4.610
H 1.151 -5.503 -5.299
O 5.160 1.706 3.912
O 3.075 7.828 5.862
H 1.102 -4.867 -6.964
C -0.630 4.964 3.014
H -6.591 3.750 4.048
C -0.166 3.682 2.714
H -1.579 7.634 2.351
H 0.428 -2.824 -1.173
H -6.095 1.551 4.395
H -4.519 6.949 4.124
O 1.462 7.805 4.303
H -4.489 -3.663 -6.433
C -2.622 -2.239 4.820
O -4.920 -5.092 -7.839
C -2.279 6.845 2.631
O 5.565 -3.692 -4.367
H 1.623 -2.239 -5.632
H 6.361 3.898 4.272
C -5.286 2.191 4.743
C 6.399 1.983 3.286
C -2.273 4.705 1.258
H -3.114 5.070 0.689
H 5.767 -5.278 -3.083
O -2.109 -1.097 1.266
H -1.375 -3.189 -10.547
C -2.682 -4.281 -7.358
H -2.238 2.837 0.171
O -2.891 -4.602 -10.400
H 6.392 4.014 2.527
H -3.236 -6.629 -8.647
C -0.234 1.547 1.472
H -6.623 -5.726 -6.829
C 3.936 1.027 5.820
C 6.531 -2.670 -4.285
H -2.115 -3.682 -12.095
H -0.505 -3.131 3.489
C -1.723 5.476 2.280
H 1.643 1.008 6.997
O 1.949 3.621 3.787
O -1.873 -5.410 -7.647
H 0.476 5.131 4.838
H 2.423 -5.941 -6.453
H -3.979 -5.310 -6.002
C 0.733 -0.398 5.079
C 1.131 6.668 3.491
C -5.697 3.660 4.663
C 0.133 -1.149 4.069
C 3.774 -4.553 -2.962
C -2.310 -3.485 -11.035
C -3.695 7.170 2.133
H 0.790 7.072 2.540
H 5.371 2.581 5.764
H 7.179 1.347 3.720
H 0.953 -0.879 6.027
H 6.329 -1.993 -3.448
O 2.987 -3.392 -2.773
H 6.266 1.707 2.241
C 0.029 5.784 4.089
H -0.947 -5.289 -10.170
H -2.734 -3.595 -8.206
H 3.710 -2.129 -4.266
O -5.384 4.661 1.982
H 2.026 6.078 3.296
H 1.097 2.547 6.357
C -4.062 -4.594 -6.828
H -4.425 2.004 4.106
C 0.128 0.815 2.717
C -2.218 -6.245 -8.738
C 5.244 1.589 5.319
C -5.783 -6.121 -7.414
H 0.582 -3.132 1.541
C -1.981 -5.646 -10.106
H -2.338 6.871 3.721
C -0.122 -2.577 0.919
H 5.615 -3.694 -2.293
H -3.424 -2.924 5.100
O -0.142 1.054 0.371
C -0.166 -0.550 2.840
C 0.735 1.561 3.733
C 1.058 0.945 4.944
H 0.105 -1.169 -0.723
C -1.797 3.437 0.955
H -5.736 7.132 2.873
H -3.017 -2.661 -10.957
H 3.594 0.266 5.114
C -4.984 5.182 2.987
H -5.251 -6.869 -6.815
H 1.634 -1.928 -0.222
H -2.896 -1.248 5.195
H 2.226 -1.675 -3.434
O -4.648 4.464 4.092
H -1.102 -2.227 6.184
C 1.900 -3.073 -4.973
C 2.770 -2.518 -3.868
H -3.786 8.254 2.059
H -6.176 -6.607 -8.305
H -1.542 -7.100 -8.652
H 3.656 -5.118 -2.033
H 6.073 0.928 5.594
C 6.794 3.461 3.373
H 6.480 -2.099 -5.211
C -0.749 2.923 1.698
N -1.340 -2.717 5.333
C -0.224 -2.588 4.388
B -0.828 -1.393 1.661
O 2.573 -4.051 -5.743
H -2.112 -6.445 -10.849
C 0.573 -2.091 -0.383
H -0.902 -3.290 0.633
O 3.007 2.095 5.910
H 3.387 -5.178 -3.770
H -2.148 -3.766 -6.555

***

No. 5
Below is an isolated molecule of C5H8N2, with properties calculated with ωB97M-V with the def2-TZVPD basis set.

Values from the calculation:
Relative energy (zero: lowest compared OMol25 entry of this formula, charge and spin) (kJ/mol): 77.0
SMILES: Cc1cnn(C)c1
DFT total energy (eV): -8294.1980
Highest occupied orbital energy (eV): -8.89
Strongest force on any atom (eV Å⁻¹): 0.3

Element x y z (Å)
H 0.345 2.954 1.503
C -0.035 0.400 -0.503
H 0.353 -1.574 -2.162
H 0.263 0.932 -1.394
H -1.094 -1.795 1.636
C -0.386 -1.909 -1.425
H -0.068 -2.895 -1.077
H -1.344 -2.009 -1.940
C -0.709 -0.956 1.066
C -0.427 -0.896 -0.323
C 0.811 2.161 0.919
H 1.062 2.542 -0.074
N -0.451 0.195 1.680
N -0.055 1.024 0.695
H 1.734 1.824 1.399

***

No. 6
Below is a structure of composition C53H48NO2P2PtS5, with properties calculated with ωB97M-V with the def2-TZVPD basis set.

Values from the calculation:
Relative energy (zero: lowest compared OMol25 entry of this formula, charge and spin) (kJ/mol): 88.0
Net charge: +1
DFT total energy (eV): -137320.0930
Highest occupied orbital energy (eV): -10.28
Strongest force on any atom (eV Å⁻¹): 0.6

Element x y z (Å)
C 2.338 2.076 -4.515
C 1.626 -4.819 -1.093
H 1.531 -3.670 0.705
C 0.754 5.577 -0.277
C 1.983 2.864 -2.295
C 1.453 -4.825 -2.468
C -4.796 -1.571 -1.082
C -3.571 -0.463 -2.915
H 6.031 -0.798 4.366
H 4.911 4.030 -3.486
S 4.007 -0.566 5.661
H 1.577 5.411 0.408
H -7.298 -0.620 0.914
C -2.922 -2.757 -2.175
C 1.027 -2.489 -1.025
C -2.317 3.042 2.330
C 3.327 -0.462 -1.388
H -1.310 8.013 -1.388
H -4.260 2.210 1.967
C -2.280 -5.131 -2.199
H 1.662 -0.240 3.817
H 0.003 -3.246 7.422
H 3.049 -1.228 -2.099
C 3.190 3.545 -2.308
C -4.477 0.918 -4.557
C -1.401 5.960 -1.998
H 3.146 -0.033 2.903
H -1.929 -6.114 -1.929
C 4.953 1.103 -0.558
H -2.694 -5.318 -4.307
S -5.868 -2.834 -1.529
C -0.295 -3.731 5.354
C 1.541 2.125 -3.381
C -2.753 0.689 2.090
H 5.109 0.643 3.863
H -3.443 -0.120 1.881
C -3.044 -3.322 -3.410
C -0.517 1.459 2.511
C 2.450 -0.100 -0.364
H -5.261 1.419 -5.106
H -5.693 -0.181 -3.064
N 0.767 -1.135 1.510
C -0.595 -1.852 3.857
H 2.014 1.504 -5.374
C -7.084 -2.251 -0.478
C -5.362 -0.744 -0.159
C -0.521 -3.228 4.081
H 0.504 -1.609 -2.914
H 0.597 1.596 -3.332
H 6.014 0.650 5.382
C -0.166 -2.859 6.425
C -2.671 -4.694 -3.425
S -2.189 0.112 -3.782
H 0.599 7.673 0.141
C -1.404 0.405 2.286
C 3.207 -1.584 4.403
C 0.225 4.529 -1.013
H 1.617 -5.735 -3.030
C 0.832 -2.507 -2.405
P 0.854 -0.926 -0.140
C -0.851 4.696 -1.873
H -1.252 3.852 -2.418
H 1.621 -2.636 2.707
H 5.933 1.560 -0.627
H 4.158 2.724 -5.442
C -4.711 0.049 -3.451
O -0.179 1.995 -1.120
H 2.718 -1.940 1.538
C 3.545 2.763 -4.552
C 2.834 0.883 0.548
H -2.699 1.642 -5.617
C 1.046 -3.670 -3.124
Pt -0.958 0.122 -0.825
C 3.969 3.498 -3.454
H 0.534 1.247 2.666
C 1.411 -3.656 -0.369
C -3.158 1.051 -4.842
H 3.518 4.106 -1.441
H -0.651 -3.911 3.247
C 2.478 -0.777 3.337
H 1.923 -5.724 -0.578
C -3.430 -1.407 -1.728
H -3.415 -2.783 -4.271
C 1.926 -1.692 2.248
H -8.026 -2.768 -0.402
C -0.968 2.769 2.529
H 3.954 -2.249 3.960
H -0.586 0.080 4.806
C -3.209 2.001 2.121
C -0.491 -0.989 4.947
P -0.905 -1.351 2.125
S -2.356 -3.895 -1.019
H -0.235 -4.800 5.511
C 5.418 0.033 4.712
H -0.273 3.580 2.711
C -6.681 -1.138 0.194
C 4.083 1.477 0.456
H 2.157 1.169 1.342
C -0.275 -1.490 6.221
H 4.378 2.225 1.181
H -0.192 -0.809 7.059
C -0.874 7.029 -1.281
H -2.670 4.065 2.342
H 5.247 -0.148 -2.276
C 0.200 6.842 -0.424
H 2.492 -2.210 4.941
C 4.570 0.143 -1.484
H -2.244 6.114 -2.658
O -2.620 -0.834 -0.713
S 0.986 2.937 -0.817
H -4.847 0.117 0.242
H 0.881 -3.681 -4.193

***

No. 7
Below is a structure of composition C22H20F2N4O2PS3SbTc at a distorted geometry, with properties calculated with ωB97M-V with the def2-TZVPD basis set.

Values from the calculation:
Relative energy (zero: lowest compared OMol25 entry of this formula, charge and spin) (kJ/mol): 246.4
Net charge: +1
DFT total energy (eV): -89152.7557
Highest occupied orbital energy (spin up / spin down) (eV): -10.71 / -10.71
Strongest force on any atom (eV Å⁻¹): 1.7

Element x y z (Å)
H -1.076 3.131 1.350
C -3.532 0.817 0.164
S 1.839 -1.539 4.109
C 3.031 -4.824 -2.081
H 0.322 -5.988 -3.751
C 2.746 -6.972 -3.240
S 2.163 0.528 1.127
C -2.010 3.442 -2.373
N -0.035 0.362 -1.983
H 0.839 -1.844 -4.524
C 0.361 -1.494 -0.432
C 0.730 -1.857 -1.659
H -3.195 0.077 3.010
H -3.428 1.888 0.016
N 3.156 -7.993 -3.572
F -2.355 3.569 -3.665
C -0.747 1.239 -2.773
H -4.643 0.295 -1.577
H -3.005 0.415 -1.826
H -1.817 1.215 2.928
H -0.295 -0.698 3.132
H -1.513 1.743 -4.672
H -0.566 -0.287 -5.814
O 0.676 0.779 1.871
C -1.981 4.298 -0.179
H 4.030 -5.130 -1.799
C 0.713 -0.711 -2.638
C -0.993 2.169 -0.611
C 2.232 -5.683 -2.826
Tc 0.030 0.507 0.038
O -2.631 -1.532 0.632
F -2.290 5.280 0.673
S 0.337 -2.499 1.005
H -0.551 -3.779 -3.073
C -1.306 2.310 -1.962
N -1.311 -0.810 3.325
C 0.461 -4.064 -2.806
H -4.408 0.572 0.763
H -3.613 -0.890 -0.967
C -0.922 1.036 -4.109
H -1.397 -0.810 4.341
C 0.382 -0.977 -4.062
C -0.368 -0.121 -4.763
C 1.249 -3.191 -2.059
H -1.531 -1.754 2.987
C -1.328 3.181 0.296
H 3.158 -2.918 -1.117
P -2.093 -0.125 0.850
N -3.730 0.122 -1.162
H -2.891 5.326 -1.850
C 0.942 -5.305 -3.185
H 1.766 -0.377 -2.666
C -2.175 0.223 2.659
C 2.536 -3.586 -1.700
Sb 2.561 -1.950 2.023
C -2.361 4.448 -1.508